Entry from OMol25: a single C5H8N2 molecule (the ωB97M-V functional and the def2-TZVPD basis).

Its HOMO-LUMO gap is 8.024 eV. As for the net charge: 0. The calculation puts the LUMO energy at -0.1 eV. The value obtained for the energy relative to the best compared isomer or geometry (same formula, charge and spin) is 90.2 kcal/mol.

```
15
Properties=species:S:1:pos:R:3:forces:R:3:mulliken_charge:R:1
C -1.790293 -0.517216 0.234701 -0.110 -0.081 0.012 -0.787
N -0.654522 0.354961 0.032588 0.012 0.316 0.031 0.685
C 0.666766 0.021632 -0.537993 0.064 -0.021 0.004 0.423
C 1.453443 1.289114 -0.493627 -0.466 0.048 0.166 -0.745
C 1.301783 -1.217779 0.105958 0.056 -0.146 0.042 -1.233
C 0.490255 2.163289 0.026653 0.272 0.170 -0.051 -0.297
N -0.710612 1.601218 0.327373 0.083 -0.391 -0.137 -0.710
H -2.041381 -1.036601 -0.695318 0.055 0.074 0.120 0.291
H -2.634166 0.098224 0.547841 0.117 -0.100 -0.035 0.288
H -1.573246 -1.262029 1.008670 -0.013 0.109 -0.126 0.292
H 0.492051 -0.148367 -1.613055 0.019 0.052 0.069 0.311
H 2.366326 -1.036129 0.250379 -0.102 -0.026 -0.064 0.376
H 1.186321 -2.111062 -0.512073 -0.047 0.096 0.090 0.298
H 0.858828 -1.422384 1.084321 0.072 0.072 -0.086 0.370
H 0.588449 3.223127 0.233578 -0.012 -0.171 -0.036 0.439
```
Positions in Å, forces in eV/Å.

=====

Entry from OMol25: a single C11H16O4 molecule (the ωB97M-V functional and the def2-TZVPD basis).

Its structure (SMILES) is CC=C1OCC2(CO1)COC(=CC)OC2. Its HOMO-LUMO gap is 8.413 eV. As for the net charge: 0. The calculation puts the LUMO energy at 0.6 eV. The value obtained for the energy relative to the best compared isomer or geometry (same formula, charge and spin) is 92.6 kcal/mol.

```
31
Properties=species:S:1:pos:R:3:forces:R:3:mulliken_charge:R:1
C 1.469050 1.414674 -4.352824 -0.074 2.011 -1.060 -1.132
C 0.732541 2.125681 -3.267911 -0.499 -0.377 2.604 -0.365
C 0.647547 1.742230 -1.938397 0.197 1.230 -3.172 0.561
O 1.288903 0.597920 -1.557967 -0.660 0.115 1.949 -0.343
C 1.242875 0.233612 -0.140996 0.330 -0.521 0.190 -0.795
C -0.010652 0.705236 0.588831 -0.458 -0.070 -0.894 1.156
C 0.009388 2.202037 0.326629 -0.059 0.257 0.302 -0.886
O -0.109585 2.510597 -1.063714 0.251 -1.113 -0.017 -0.393
C -1.302989 0.100443 -0.011864 0.922 0.253 -0.098 -0.674
O -1.507518 -1.252775 0.362712 0.996 0.442 0.762 -0.385
C -0.965997 -1.726216 1.549942 -1.296 -3.774 0.644 0.541
C -1.320676 -3.048920 1.856497 1.314 2.920 0.154 -0.404
C -0.929932 -3.811611 3.125687 -0.149 0.871 -0.280 -1.042
O -0.110726 -1.005201 2.359278 -0.424 -0.323 -1.333 -0.368
C -0.012288 0.391264 2.092714 0.188 -0.137 -0.623 -0.932
H 0.794100 1.263995 -5.226852 0.528 0.058 0.489 0.293
H 2.328987 2.075624 -4.692101 -0.868 -0.882 0.199 0.248
H 1.843598 0.489388 -4.043889 0.647 -1.432 0.430 0.344
H 0.215030 3.028226 -3.571192 -0.064 0.001 0.365 0.388
H 1.322242 -0.855266 -0.090152 0.137 0.121 -0.291 0.319
H 2.096896 0.671353 0.416720 -0.120 -0.177 -0.578 0.360
H 0.971159 2.619810 0.662683 -0.295 0.006 0.314 0.376
H -0.832753 2.664016 0.860355 0.272 0.269 -0.398 0.444
H -1.271217 0.154151 -1.103271 0.036 -0.285 0.113 0.318
H -2.140150 0.709710 0.284923 -0.558 0.238 0.407 0.387
H -1.958824 -3.532784 1.123454 0.109 0.105 0.130 0.362
H -0.401446 -3.170881 3.872163 -0.588 -0.379 -0.594 0.257
H -1.866605 -4.205748 3.549830 0.447 0.047 0.179 0.307
H -0.267317 -4.654598 2.919148 -0.077 -0.031 -0.105 0.275
H -0.881976 0.849342 2.562649 0.067 0.504 0.056 0.381
H 0.928336 0.714691 2.546916 -0.253 0.054 0.156 0.403
```
Positions in Å, forces in eV/Å.